Entry from the OMol25 dataset: C16H36N4O5PPdS5 as an isolated structure (ωB97M-V/def2-TZVPD).

Output
Net charge = +1
Calculated total energy = -3686.4684 a.u.
Largest force on an atom = 1.152 eV/A
E_HOMO (alpha / beta) = -9.92 / -9.92 eV
ΔE to the lowest compared entry with this formula, charge and spin = 29.8 kcal per mole

Structure (XYZ):
```
68
Properties=species:S:1:pos:R:3:forces:R:3
Pd 0.300717 0.461151 0.442442 -0.38 0.75 -0.66
C 1.228935 -1.428735 3.183681 0.14 0.07 0.02
O 0.885779 -0.106720 2.786918 0.00 -0.29 -0.11
C 0.244020 0.639185 3.799272 -0.02 0.01 -0.02
C 0.096471 2.043273 3.286350 -0.01 0.09 0.10
O -0.674158 2.002045 2.087550 0.30 -0.16 -0.21
C -1.021394 3.309421 1.629865 -0.06 0.05 -0.06
H 1.878912 -1.402774 4.062242 0.00 0.00 -0.01
H 1.762923 -1.881687 2.352078 -0.01 0.03 -0.01
H 0.335866 -2.009942 3.420166 -0.07 -0.03 0.02
H 0.844155 0.646927 4.715853 0.01 -0.02 -0.03
H -0.735760 0.202554 4.030304 -0.01 0.02 0.00
H 1.078591 2.479348 3.075101 0.00 -0.01 0.00
H -0.408477 2.656880 4.039201 -0.04 0.01 -0.06
H -1.611048 3.824962 2.390836 -0.01 -0.05 0.03
H -1.614031 3.191274 0.724758 0.03 -0.01 0.01
H -0.127801 3.893426 1.401414 0.00 -0.02 0.00
C 1.613410 5.409550 -1.658959 0.06 0.16 -0.07
S 1.854944 4.410532 -3.147410 0.01 -0.13 0.12
C 0.419843 3.398934 -3.092283 0.32 0.41 -0.57
C 0.108921 2.528868 -2.132261 -0.31 -0.67 0.26
S 1.128048 2.233667 -0.751973 -0.18 -0.93 0.65
S -1.375038 1.644330 -2.380998 -0.16 -0.08 0.22
C -1.801444 2.289354 -3.930544 0.15 0.16 -0.05
S -3.111666 1.806620 -4.778519 0.00 -0.02 0.07
S -0.663754 3.482509 -4.453066 -0.17 0.17 -0.19
H 2.450152 6.106942 -1.646591 -0.02 0.02 0.05
H 1.638282 4.802527 -0.756109 0.01 0.07 -0.04
H 0.684519 5.970778 -1.723297 -0.02 -0.01 0.01
N 5.427364 1.563546 -0.559282 -0.04 0.06 -0.03
C 4.926943 0.196844 -0.479781 0.03 -0.05 0.00
C 3.663837 0.158015 0.361412 -0.26 -0.11 -0.02
O 2.848089 -0.735478 0.308945 0.19 0.23 0.11
O 3.521083 1.199603 1.179696 0.05 -0.04 -0.06
H 6.419046 1.596794 -0.752987 -0.01 -0.02 0.08
H 4.278803 1.796331 0.970829 -0.05 -0.02 0.00
H 4.955614 2.086435 -1.289054 0.01 -0.04 -0.02
H 5.657871 -0.421558 0.047385 0.00 0.00 -0.05
H 4.713601 -0.288159 -1.433886 -0.03 0.03 0.01
C -3.758667 -2.474291 -1.449440 -0.14 0.08 0.10
N -2.469416 -1.888433 -1.777553 0.04 -0.06 -0.19
C -2.206482 -1.814275 -3.216495 -0.02 0.02 -0.09
P -1.198908 -1.841521 -0.756739 -0.07 0.09 0.14
O -0.182218 -0.828595 -1.225749 0.48 0.27 0.43
N -1.784317 -1.336066 0.731466 -0.08 0.04 0.04
C -2.729267 -0.211260 0.749284 0.06 0.10 0.06
C -2.072255 -2.293149 1.791208 0.07 -0.09 0.16
N -0.504975 -3.304368 -0.565186 0.15 0.06 -0.08
C -1.255050 -4.548916 -0.583780 -0.09 -0.07 -0.03
C 0.917976 -3.459220 -0.283376 0.07 -0.03 0.04
H -3.869824 -3.468208 -1.893362 -0.01 0.02 -0.01
H -4.558368 -1.840122 -1.837305 0.01 0.01 0.00
H -3.888147 -2.563802 -0.370395 0.01 0.00 -0.06
H -2.223433 -2.809232 -3.669962 0.01 -0.01 0.00
H -1.238494 -1.352622 -3.395729 0.00 0.00 0.00
H -2.971657 -1.196539 -3.689608 0.01 0.02 0.00
H -3.761601 -0.553329 0.656021 -0.06 -0.04 -0.01
H -2.517906 0.475996 -0.065827 -0.01 0.02 -0.05
H -2.623045 0.329959 1.690919 -0.01 -0.02 -0.03
H -1.385190 -3.134926 1.743755 -0.02 0.02 0.02
H -3.102681 -2.663376 1.733727 0.05 -0.01 0.02
H -1.949394 -1.800281 2.756568 -0.03 -0.01 0.02
H -2.321287 -4.369219 -0.707772 0.08 -0.02 0.01
H -1.113655 -5.095289 0.353449 0.00 0.01 -0.01
H -0.916681 -5.186227 -1.403565 0.01 -0.01 0.00
H 1.428798 -2.500586 -0.320102 -0.02 0.00 -0.01
H 1.369437 -4.118909 -1.027770 -0.01 0.00 0.00
H 1.064542 -3.910765 0.704022 0.00 0.02 -0.01
```
Positions in Å, forces in eV/Å.

Results of the natural (NBO) charge analysis, in e, for atoms 1 through 8: Pd 0.927; C -0.251; O -0.586; C -0.081; C -0.087; O -0.569; C -0.252; H 0.187

Entry from the OMol25 dataset: C16H37BGaO10 as an isolated structure (ωB97M-V/def2-TZVPD).

Output
Net charge = -1
Calculated total energy = -3333.9301 a.u.
Largest force on an atom = 1.074 eV/A
E_HOMO = -4.08 eV

Structure (XYZ):
```
65
Properties=species:S:1:pos:R:3:forces:R:3
O 0.610096 -2.818713 0.182161 -0.57 -0.55 -0.72
B 1.285492 -3.649506 -0.743127 0.46 0.22 0.40
O 1.661358 -4.911948 -0.192717 0.05 0.55 0.52
Ga 1.657876 -3.145517 -2.767238 -0.04 0.20 -0.07
H -0.186548 -3.316849 0.424629 0.12 0.18 0.54
H 2.624951 -4.910106 -0.262773 -0.17 -0.48 -0.48
H 2.647888 -4.253252 -3.388186 0.13 0.00 -0.09
H 2.226257 -1.639528 -2.918033 0.07 -0.05 -0.04
H 0.215015 -3.228663 -3.497279 0.07 -0.03 0.01
O -5.441374 -2.962276 -0.945241 -0.08 0.04 -0.10
C -5.164723 -2.595454 0.163384 0.17 -0.18 0.14
O -4.462471 -1.464190 0.326877 -0.09 0.18 -0.16
C -4.260611 -0.848600 1.605204 0.10 0.07 0.31
C -3.085492 -1.429589 2.360203 -0.34 -0.58 -0.09
C -5.524280 -3.425248 1.375737 -0.38 0.19 0.18
H -5.185392 -0.882059 2.186897 -0.01 -0.04 -0.02
H -4.065589 0.200649 1.388481 0.01 -0.03 -0.15
H -3.238977 -2.488382 2.586649 -0.13 0.05 0.08
H -2.936604 -0.894158 3.295855 0.08 0.06 -0.03
H -2.182881 -1.355638 1.772170 0.09 0.11 -0.05
H -4.765475 -4.194109 1.511056 0.03 0.01 0.00
H -6.482744 -3.903057 1.186392 0.09 -0.12 -0.14
H -5.624022 -2.853026 2.294597 0.17 -0.03 0.02
O 2.640961 -1.773720 4.906131 0.02 -0.04 0.17
C 2.807306 -2.722288 4.187871 0.17 0.22 -0.39
O 3.169282 -3.898422 4.745822 -0.10 -0.15 0.35
C 3.212451 -5.121245 4.005459 0.05 -0.10 -0.16
C 4.528477 -5.293229 3.276543 0.09 0.12 -0.02
C 2.709838 -2.624917 2.687981 -0.41 -0.16 0.02
H 2.356786 -5.197937 3.334093 0.04 0.05 -0.06
H 3.099627 -5.909788 4.748785 -0.01 0.08 0.10
H 4.681571 -4.508992 2.536008 -0.06 -0.04 -0.06
H 4.559412 -6.257112 2.767667 -0.02 -0.01 0.00
H 5.359371 -5.240636 3.981362 -0.02 -0.06 0.04
H 3.655974 -2.250705 2.296259 0.01 0.00 0.00
H 1.919127 -1.923267 2.435678 0.07 0.09 0.00
H 2.457822 -3.559705 2.194952 0.10 0.04 -0.09
O -0.700658 0.144457 2.210646 0.14 0.32 0.10
C -0.132274 1.089064 1.733703 0.31 -0.23 -0.23
O -0.869926 2.120391 1.280452 -0.30 0.14 0.20
C -0.303440 3.365477 0.861038 0.18 0.10 -0.23
C 0.145851 3.328111 -0.584504 0.02 -0.16 0.19
C 1.366669 1.115301 1.565609 0.15 0.24 0.36
H 0.496423 3.669816 1.539304 0.03 -0.06 0.00
H -1.103818 4.095856 0.977345 -0.09 -0.09 0.06
H 0.934128 2.592960 -0.742819 0.04 0.03 0.00
H 0.517887 4.303247 -0.896549 -0.04 0.02 -0.02
H -0.680988 3.050410 -1.232727 -0.03 0.06 -0.02
H 1.635523 0.587874 0.650007 -0.07 -0.02 -0.01
H 1.809179 0.598682 2.414967 -0.07 -0.18 -0.07
H 1.789623 2.117235 1.547411 -0.02 -0.01 -0.18
O 0.262490 3.637686 -3.569419 0.04 0.04 0.07
C 0.220820 4.656206 -4.192574 -0.17 -0.14 -0.34
O 0.025819 5.821176 -3.530690 0.13 0.08 0.30
C 0.136166 7.100979 -4.150631 -0.09 0.10 -0.13
C -1.154675 7.511738 -4.828685 -0.08 -0.09 -0.05
C 0.294210 4.662428 -5.701472 0.42 0.20 -0.09
H 0.989178 7.129079 -4.830406 -0.03 -0.04 -0.05
H 0.360512 7.793414 -3.340539 0.01 -0.08 0.08
H -1.420361 6.828416 -5.635048 0.06 0.03 -0.05
H -1.065584 8.516328 -5.244040 0.01 0.01 0.01
H -1.975683 7.500061 -4.112088 0.03 0.05 0.04
H -0.696317 4.451120 -6.101592 -0.02 -0.01 0.01
H 0.974000 3.872048 -6.008413 -0.13 -0.15 0.06
H 0.665496 5.591620 -6.128592 -0.15 0.04 0.00
```
Positions in Å, forces in eV/Å.

Results of the natural (NBO) charge analysis, in e, for atoms 1 through 8: O -0.973; B 0.755; O -0.989; Ga 0.131; H 0.475; H 0.488; H -0.306; H -0.294

Entry from the OMol25 dataset: C16H37Cl2N2O2PdSi3 as an isolated structure (ωB97M-V/def2-TZVPD).

Output
Net charge = +1
Calculated total energy = -2808.4317 a.u.
Largest force on an atom = 0.451 eV/A
E_HOMO (alpha / beta) = -11.79 / -11.79 eV
ΔE to the lowest compared entry with this formula, charge and spin = 4.0 kcal per mole

Structure (XYZ):
```
63
Properties=species:S:1:pos:R:3:forces:R:3
Pd -0.001903 -0.266967 0.905892 -0.37 -0.03 -0.26
C -2.192131 -2.857609 0.103741 -0.09 0.05 0.01
O -0.918540 -2.219944 0.085207 0.05 0.02 0.09
Si 0.402962 -2.594643 -0.885447 0.19 0.03 -0.02
C 1.089884 -4.300606 -0.604664 -0.08 0.01 -0.01
C -0.072155 -2.473116 -2.682409 -0.04 -0.04 0.03
C 1.434958 -1.204027 -0.152222 0.13 0.12 0.12
Si 1.937301 0.242538 -1.276632 -0.02 -0.12 0.09
C 2.340991 1.774933 -0.267739 -0.01 0.09 -0.10
C 3.417793 -0.228303 -2.313165 0.01 -0.08 0.01
C 0.499831 0.720113 -2.397780 0.03 0.08 -0.03
Si 2.325708 -1.606549 1.475258 -0.04 -0.11 -0.17
C 3.987236 -2.401996 1.177446 0.06 0.10 -0.01
C 1.290876 -2.752534 2.558682 0.08 -0.04 0.07
C 2.540248 0.000013 2.438387 0.07 -0.11 0.06
H -2.080747 -3.910268 0.368841 0.01 0.00 -0.01
H -2.677550 -2.775499 -0.870393 0.01 0.00 0.00
H -2.812281 -2.367895 0.851685 0.01 0.00 -0.01
H 0.487653 -5.052310 -1.119050 -0.01 0.00 0.00
H 1.159259 -4.580749 0.443774 0.01 0.01 0.02
H 2.094749 -4.356246 -1.033230 0.01 0.01 -0.02
H -0.485391 -3.427398 -3.016599 -0.02 0.00 0.01
H 0.798755 -2.271422 -3.309900 0.03 0.00 0.01
H -0.810176 -1.696630 -2.877054 0.00 0.03 0.00
H 3.277328 1.702325 0.282206 0.01 -0.02 -0.03
H 1.562672 2.085780 0.435660 -0.03 -0.06 -0.01
H 2.448963 2.590194 -0.990126 0.02 0.02 0.03
H 4.294916 -0.437787 -1.698998 0.00 0.00 0.02
H 3.676081 0.585004 -2.994541 -0.02 0.03 0.00
H 3.217939 -1.113220 -2.920921 0.00 -0.01 0.00
H -0.485209 0.514204 -1.975308 0.02 -0.02 0.05
H 0.561586 0.225856 -3.367053 -0.01 -0.02 -0.01
H 0.555301 1.797498 -2.577424 0.00 -0.01 -0.02
H 3.877258 -3.388314 0.724565 -0.02 -0.01 -0.02
H 4.520185 -2.528605 2.122450 -0.02 0.00 0.02
H 4.615392 -1.795843 0.522607 0.01 0.00 -0.01
H 1.518064 -3.800759 2.364242 0.00 -0.02 0.01
H 0.208900 -2.628252 2.482174 0.01 0.06 -0.06
H 1.569858 -2.552284 3.597094 -0.01 -0.01 0.01
H 3.382542 0.572535 2.053067 -0.01 0.02 0.03
H 2.771822 -0.308355 3.461494 0.01 0.06 0.01
H 1.689562 0.686730 2.527752 -0.07 -0.04 -0.06
Cl -1.224125 0.107749 3.605447 -0.10 0.04 0.09
C -0.918605 -0.766047 5.132797 -0.03 0.00 -0.13
Cl 0.717707 -0.518472 5.724198 0.02 0.01 0.03
H -1.073538 -1.821200 4.942793 0.02 0.00 0.02
H -1.622988 -0.378767 5.858706 0.03 -0.02 0.02
N -1.647282 1.301772 0.499869 0.14 -0.03 0.13
C -2.164176 2.119902 -0.137213 0.10 -0.03 0.01
N -2.742644 3.051611 -0.839968 -0.14 0.02 0.02
C -2.050606 4.300442 -1.189227 0.03 -0.03 0.00
C -3.023214 5.451653 -1.003387 0.01 0.03 0.00
O -4.205625 5.224091 -1.744184 0.00 0.00 -0.01
C -4.892920 4.079365 -1.279045 -0.02 0.00 0.00
C -4.049009 2.832813 -1.480945 0.05 -0.01 0.00
H -1.728210 4.243984 -2.232496 0.00 0.02 0.00
H -1.175960 4.409710 -0.549818 -0.01 0.02 0.00
H -2.587206 6.378229 -1.372373 0.00 -0.01 -0.01
H -3.262304 5.572542 0.060697 0.01 -0.01 0.00
H -5.816676 4.006477 -1.850122 0.01 0.00 -0.01
H -5.142477 4.195460 -0.216856 0.01 -0.01 0.00
H -3.893156 2.650913 -2.547597 -0.02 0.01 0.00
H -4.517456 1.958198 -1.032854 -0.02 0.01 0.00
```
Positions in Å, forces in eV/Å.

Results of the natural (NBO) charge analysis, in e, for atoms 1 through 8: Pd 0.718; C -0.236; O -0.930; Si 1.967; C -1.175; C -1.171; C -1.332; Si 1.642

Entry from the OMol25 dataset: a 5-piece molecular cluster, C16H37Cl8N2O2P overall (ωB97M-V/def2-TZVPD).

Output
SMILES = CCCCCCCCO[C@H](COCCN)[PH2]=N.ClCCl.ClCCl.ClCCl.ClCCl
Calculated total energy = -4914.5739 a.u.
Largest force on an atom = 2.891 eV/A
E_HOMO = -8.24 eV

Structure (XYZ):
```
66
Properties=species:S:1:pos:R:3:forces:R:3
C 1.780798 3.206292 3.042019 -0.08 -1.23 -0.07
C 2.291618 1.707754 2.988091 0.56 0.74 0.93
C 1.620654 0.794083 4.060720 0.44 -0.60 -0.62
C 0.368588 -0.011747 3.575956 -0.30 0.52 0.86
C -0.626228 0.784316 2.675867 0.82 0.67 -0.13
C -0.314214 0.775623 1.146242 -0.83 -0.72 -0.05
C 0.040097 -0.630000 0.552412 0.05 0.43 -1.25
C 1.414382 -0.526444 -0.183064 -0.43 -0.07 1.48
O 1.758945 -1.711766 -0.894703 0.06 0.41 -0.48
C 1.855365 -1.501288 -2.300780 -0.02 0.01 0.38
C 3.009325 -0.523579 -2.714036 0.27 -1.15 -0.56
O 2.597044 0.178131 -3.874054 0.41 0.53 1.34
C 3.172189 1.475966 -3.985166 -1.14 1.09 -1.05
C 2.013739 2.425055 -4.464917 0.10 -0.32 -0.33
N 2.430555 3.264067 -5.606892 -0.08 0.14 0.58
P 0.174035 -1.053661 -3.031744 0.51 -0.53 -2.80
N 0.053595 -1.283468 -4.611928 0.06 0.07 1.47
H 1.447986 3.533867 2.043717 0.15 0.15 0.46
H 0.919408 3.217950 3.736200 0.44 0.42 -0.39
H 2.591014 3.847444 3.429734 -0.56 -0.09 -0.27
H 2.253031 1.275607 1.976746 -0.15 0.16 0.45
H 3.369026 1.757872 3.255378 -0.52 -0.17 -0.29
H 2.384285 0.039084 4.348564 -0.46 0.35 -0.01
H 1.427034 1.374723 4.985471 -0.10 -0.16 -0.58
H -0.193858 -0.289704 4.493554 0.33 -0.07 -0.50
H 0.726300 -0.959574 3.139794 -0.33 0.42 -0.08
H -1.683468 0.507610 2.848941 0.61 -0.27 -0.14
H -0.555348 1.844994 3.001240 -0.23 -0.54 -0.13
H 0.467403 1.494630 0.841726 -0.28 -0.22 0.44
H -1.244027 1.104134 0.634359 0.55 0.01 0.25
H -0.015888 -1.464351 1.269757 0.26 0.41 -0.18
H -0.700852 -0.857622 -0.243003 0.31 0.01 0.50
H 1.342586 0.372297 -0.831745 0.33 -0.53 0.21
H 2.198801 -0.380736 0.589785 -0.28 0.18 -0.53
H 2.105737 -2.488537 -2.737473 -0.45 0.41 0.21
H 3.887482 -1.145171 -3.003922 -0.36 0.24 0.41
H 3.353996 0.120763 -1.884655 -0.55 -0.08 -0.30
H 3.938946 1.472656 -4.781256 -0.11 0.04 0.50
H 3.556650 1.883386 -3.032867 0.12 -0.59 -0.27
H 1.190412 1.767462 -4.814332 0.49 0.26 0.22
H 1.637205 3.047051 -3.625279 0.11 -0.40 -0.17
H 1.596019 3.675258 -6.019670 0.20 -0.18 -0.07
H 2.928023 4.065269 -5.222583 0.11 -0.07 -0.23
H -0.144369 0.295238 -2.663990 -0.01 -0.57 0.42
H -0.759377 -1.912180 -2.385925 0.28 0.60 0.53
H 0.947746 -1.606939 -4.969549 -0.10 0.20 -0.22
Cl -3.275664 -1.508510 0.538116 -0.10 0.08 -0.10
C -2.622339 -3.146982 0.609411 -0.03 -0.11 -0.09
Cl -2.212756 -3.596964 2.268017 0.13 -0.03 -0.02
H -3.366378 -3.839081 0.227996 -0.05 0.08 0.11
H -1.723700 -3.194150 0.000766 0.02 0.09 0.11
Cl -6.049206 -3.347105 2.026234 -0.12 -0.10 -0.03
C -6.626098 -1.896455 2.853504 -0.06 0.10 -0.03
Cl -5.450564 -1.319408 4.040692 -0.04 0.05 0.01
H -6.792720 -1.116803 2.117230 0.13 -0.05 0.01
H -7.554578 -2.130614 3.363786 0.11 -0.07 0.03
Cl -0.766442 -4.101863 5.690258 -0.05 0.08 -0.03
C -2.299314 -4.983753 5.698137 -0.12 0.05 -0.01
Cl -2.049173 -6.715721 5.946178 -0.07 -0.01 -0.01
H -2.919089 -4.600425 6.502056 0.11 -0.05 0.03
H -2.795323 -4.834415 4.744375 0.10 -0.06 0.01
Cl -0.505647 5.002354 -5.407344 -0.14 0.15 0.12
C -1.303316 3.423232 -5.361451 -0.14 -0.18 0.02
Cl -1.020697 2.514743 -6.848437 -0.02 -0.02 0.09
H -0.908562 2.856129 -4.523997 0.09 0.04 -0.09
H -2.370825 3.573972 -5.238266 0.06 0.07 -0.09
```
Positions in Å, forces in eV/Å.

Results of the natural (NBO) charge analysis, in e, for atoms 1 through 8: C -0.619; C -0.411; C -0.397; C -0.410; C -0.409; C -0.410; C -0.431; C -0.084